1.
Here is the molecule C4H7NO in a non-equilibrium geometry from the Open Molecules 2025 dataset. Energies are from ωB97M-V/def2-TZVPD.

Computed properties:
* multiplicity: 1
* energy above the lowest of the compared OMol25 structures with the same formula, charge and spin: 4.210 eV
* electronic energy: -7795.435 eV
* highest occupied orbital energy: -8.53 eV
* LUMO: 0.9 eV
* total charge: 0
* orbital gap: 9.4 eV

XYZ file:
```
13
Properties=species:S:1:pos:R:3:forces:R:3
H 1.5604 -0.7317 -2.3583 0.5 -0.2 -0.4
N 1.5956 -0.7821 -1.3478 0.5 1.0 -0.4
C 1.3128 0.3839 -0.8991 1.1 -0.6 -0.5
C 0.8219 0.4488 0.4751 0.0 0.1 -0.7
C -0.5714 -0.0203 -0.0948 -0.2 -0.1 1.0
C -1.4468 0.1818 0.8704 -0.9 0.4 0.6
O -2.2616 -0.7755 1.3226 -0.8 -0.3 -0.4
H 1.0552 1.2650 -1.4844 0.3 0.1 -0.4
H 1.3488 -0.2447 1.1680 -0.8 0.0 -0.6
H 0.7505 1.4201 0.9928 0.0 -0.2 -0.6
H -0.8041 -0.7306 -0.9151 1.0 0.0 1.1
H -1.5063 1.1689 1.3165 -0.1 -0.4 1.0
H -1.8550 -1.5837 0.9541 -0.6 0.2 0.3
```
Forces are in eV/Å.

These are the Löwdin partial charges, in e, on atoms 1 to 8: 0.036, 0.053, -0.342, -0.163, -0.129, -0.240, 0.052, 0.119

---

2.
Here is a cluster of 2 separate species, C4H13NO in total from the Open Molecules 2025 dataset. Energies are from ωB97M-V/def2-TZVPD.

Computed properties:
* multiplicity: 1
* energy above the lowest of the compared OMol25 structures with the same formula, charge and spin: 0.436 eV
* electronic energy: -7896.225 eV
* highest occupied orbital energy: -9.30 eV
* LUMO: 0.8 eV
* total charge: 0
* orbital gap: 10.1 eV

XYZ file:
```
19
Properties=species:S:1:pos:R:3:forces:R:3
C 1.4245 0.5887 0.9580 0.1 0.6 -0.6
C 0.0404 0.7762 0.3064 0.2 0.2 0.8
C -0.5379 -0.4421 -0.4134 0.1 -0.1 0.0
C 0.4554 -1.2462 -1.2608 -0.3 0.2 0.2
N 1.2405 -0.5010 -2.2277 0.1 0.1 -0.2
H 1.8433 1.5682 1.2104 -0.2 -0.1 0.2
H 2.1752 0.1479 0.2911 -0.3 -0.2 0.2
H 1.3212 0.0223 1.8766 0.2 -0.3 0.0
H -0.5951 1.0944 1.1445 -0.2 -0.2 -0.2
H 0.0121 1.6571 -0.3352 0.3 -0.1 -0.3
H -1.0038 -1.1552 0.2679 0.1 0.0 0.3
H -1.3523 -0.1063 -1.0439 -0.2 0.1 -0.3
H -0.1321 -1.9898 -1.7900 0.1 -0.2 -0.2
H 1.1222 -1.8051 -0.6120 0.2 0.0 0.2
H 1.5318 0.4045 -1.8765 0.0 -0.1 0.0
H 0.7274 -0.3566 -3.0844 0.0 0.1 0.0
O -2.8852 0.2605 2.5129 0.0 0.0 0.0
H -3.2621 1.0484 2.1093 0.0 0.0 0.0
H -2.1253 0.0340 1.9667 -0.1 0.0 0.0
```
Forces are in eV/Å.

These are the Löwdin partial charges, in e, on atoms 1 to 8: -0.103, -0.267, -0.219, -0.305, 0.001, 0.072, 0.064, 0.073

---

3.
Here is the ion C4H2BrO2 with charge -1 in a non-equilibrium geometry from the Open Molecules 2025 dataset. Energies are from ωB97M-V/def2-TZVPD.

Computed properties:
* multiplicity: 1
* energy above the lowest of the compared OMol25 structures with the same formula, charge and spin: 0.542 eV
* electronic energy: -78317.028 eV
* highest occupied orbital energy (alpha / beta): -4.44 / -4.44 eV
* LUMO (alpha / beta): 3.3 / 3.3 eV
* total charge: -1
* orbital gap (alpha / beta): 7.8 / 7.7 eV

XYZ file:
```
9
Properties=species:S:1:pos:R:3:forces:R:3
C 1.8793 0.7461 0.7214 -2.0 0.4 -1.0
C 0.7994 0.7605 0.2019 -3.1 -0.6 -1.4
C -0.5958 0.3930 -0.4887 3.3 0.3 0.1
Br -1.9733 1.7663 -0.2872 0.0 -0.3 0.5
C -0.7882 -1.1294 -0.0463 -0.2 -0.6 0.8
O -1.4389 -1.4058 0.9462 -1.6 1.1 1.4
O -0.1387 -1.9447 -0.6891 1.2 0.2 -2.1
H 2.6883 0.3984 1.2155 2.2 -0.4 1.2
H -0.4321 0.4155 -1.5737 0.1 -0.1 0.5
```
Forces are in eV/Å.

These are the Löwdin partial charges, in e, on atoms 1 to 8: 0.069, -0.128, -0.615, 0.568, -0.841, -0.047, -0.043, -0.019

---

4.
Here is a cluster of 2 separate species, C25H33BN in total from the Open Molecules 2025 dataset. Energies are from ωB97M-V/def2-TZVPD.

Computed properties:
* multiplicity: 1
* energy above the lowest of the compared OMol25 structures with the same formula, charge and spin: 0.356 eV
* electronic energy: -28619.432 eV
* highest occupied orbital energy: -11.39 eV
* LUMO: -5.6 eV
* total charge: +1
* orbital gap: 5.8 eV

XYZ file:
```
60
Properties=species:S:1:pos:R:3:forces:R:3
C 5.2237 -3.0275 2.9017 0.2 -0.1 -0.2
C 3.7419 -3.0015 2.7048 -0.2 0.2 0.4
C 2.9112 -2.8885 3.8349 -0.4 -0.1 -0.2
C 1.5413 -2.7947 3.6812 0.0 0.2 0.1
C 0.9332 -2.7802 2.3908 0.5 0.2 -0.1
C -0.4676 -2.6059 2.3187 0.1 -0.9 0.1
C -1.3605 -2.9852 1.2846 -0.6 -0.1 -0.5
C -2.7415 -2.6585 1.4643 0.3 -0.1 0.0
C -3.6749 -2.8943 0.4665 0.0 0.0 -0.1
C -3.2719 -3.4695 -0.7514 0.2 0.4 0.4
C -1.9415 -3.8811 -0.9199 0.3 -0.1 0.2
C -1.0041 -3.7011 0.0962 -0.4 0.1 0.0
C 1.7941 -2.8981 1.2557 0.3 -0.3 0.3
C 3.1670 -3.0321 1.4259 -0.5 0.0 -0.2
H 5.7355 -3.1773 1.9454 0.0 0.0 0.3
H 5.5678 -2.0766 3.3352 -0.1 -0.2 -0.1
H 5.5200 -3.8270 3.5937 -0.1 0.2 -0.2
H 3.3628 -2.8747 4.8281 -0.2 0.0 -0.3
H 0.8870 -2.7725 4.5537 0.2 0.2 -0.2
H -0.9514 -2.2257 3.2265 0.2 -0.1 -0.3
H -3.0487 -2.2412 2.4282 0.1 0.1 -0.4
H -4.7189 -2.6149 0.6273 0.4 -0.1 -0.1
H -3.9931 -3.5883 -1.5656 0.3 -0.1 0.3
H -1.6398 -4.3635 -1.8530 -0.1 0.1 0.4
H -0.0268 -4.1753 0.0164 -0.3 0.3 -0.1
H 1.3730 -2.8906 0.2542 0.2 0.3 0.2
H 3.8189 -3.1506 0.5557 -0.3 0.1 0.3
C 2.0953 1.8195 -1.6566 0.2 -0.1 -0.1
C 0.7258 1.1494 -1.7314 -0.1 0.5 0.5
N -0.3625 1.9495 -1.0044 0.1 -0.3 -0.4
C -0.3677 3.3522 -1.5632 0.1 -0.6 0.2
C -0.5420 3.4593 -2.9413 0.0 0.6 -0.1
C -0.5617 4.7232 -3.5447 0.0 -0.5 0.2
C -0.4114 5.8716 -2.7629 0.0 -0.3 0.1
C -0.2428 5.7469 -1.3787 0.0 -0.3 -0.2
C -0.2152 4.4784 -0.7619 0.0 0.4 -0.2
C -1.7284 1.3260 -1.3317 0.0 0.4 0.2
C -2.8667 2.1975 -0.7891 -0.2 -0.1 -0.1
C -1.8223 -0.1012 -0.8301 -0.2 -0.5 0.2
B -0.0766 1.8259 0.5966 0.2 0.0 0.9
H -0.0146 0.6325 0.9805 0.1 0.6 -0.6
H 2.8023 1.1759 -2.1900 0.0 0.1 0.0
H 2.1128 2.7955 -2.1555 -0.1 -0.2 0.1
H 2.4589 1.9415 -0.6289 -0.3 -0.1 -0.3
H 0.4112 1.0253 -2.7729 0.1 -0.1 0.2
H 0.7626 0.1668 -1.2513 0.0 0.3 -0.1
H -0.6676 2.5543 -3.5405 0.1 0.5 0.1
H -0.6907 4.7761 -4.6281 0.0 0.1 0.4
H -0.4199 6.8480 -3.2490 0.0 -0.2 0.3
H -0.1286 6.6512 -0.7759 0.0 -0.4 -0.1
H -0.0801 4.3919 0.3205 -0.1 -0.1 -0.5
H -1.7959 1.3080 -2.4296 0.0 0.0 0.3
H -3.8145 1.7487 -1.1007 0.1 0.0 0.0
H -2.8749 2.2637 0.3054 0.2 -0.1 -0.3
H -2.8379 3.2114 -1.2017 0.0 -0.2 0.1
H -2.7954 -0.5182 -1.1066 0.1 0.1 -0.2
H -1.0522 -0.7431 -1.2689 -0.2 0.0 0.0
H -1.7449 -0.1818 0.2610 0.0 0.2 -0.4
H 0.9751 2.3673 0.8370 -0.1 0.0 -0.1
H -0.9663 2.3830 1.1943 0.0 0.0 -0.1
```
Forces are in eV/Å.

These are the Löwdin partial charges, in e, on atoms 1 to 8: -0.027, -0.225, -0.006, 0.018, -0.184, 0.122, -0.190, 0.000

---

5.
Here is a structure of composition C2H2ClF3O2 in a non-equilibrium geometry from the Open Molecules 2025 dataset. Energies are from ωB97M-V/def2-TZVPD.

Computed properties:
* multiplicity: 1
* energy above the lowest of the compared OMol25 structures with the same formula, charge and spin: 1.850 eV
* electronic energy: -26872.112 eV
* highest occupied orbital energy: -7.26 eV
* LUMO: -1.0 eV
* total charge: 0
* orbital gap: 6.3 eV

XYZ file:
```
10
Properties=species:S:1:pos:R:3:forces:R:3
C -0.5458 -0.2516 0.8886 6.8 -2.0 1.9
C 2.6744 -0.5083 -0.0386 0.7 1.1 2.7
O -1.2868 0.7143 1.0982 -1.7 3.2 0.6
O 2.0605 -0.9751 -0.9435 -0.2 -1.0 -0.7
F -1.0577 -1.4640 0.9587 -2.1 -0.9 -0.1
F -0.2677 -0.3035 -0.8040 2.0 -0.5 -2.6
F 3.1038 -1.2270 0.9887 -0.2 0.6 -1.4
Cl 3.0749 1.1501 0.1100 0.0 -0.8 0.0
H -2.2092 0.6256 0.9308 -2.1 -0.5 -0.5
H 0.9226 -0.6440 -0.9287 -3.2 0.9 0.0
```
Forces are in eV/Å.

These are the Löwdin partial charges, in e, on atoms 1 to 8: -0.470, -0.832, 0.112, 0.137, 0.035, -0.169, 0.129, 0.845

---

What is the formula in the fourth record? C25H33BN

---

Copy entry 5 word for word.
Here is a structure of composition C2H2ClF3O2 in a non-equilibrium geometry from the Open Molecules 2025 dataset. Energies are from ωB97M-V/def2-TZVPD.

Computed properties:
* multiplicity: 1
* energy above the lowest of the compared OMol25 structures with the same formula, charge and spin: 1.850 eV
* electronic energy: -26872.112 eV
* highest occupied orbital energy: -7.26 eV
* LUMO: -1.0 eV
* total charge: 0
* orbital gap: 6.3 eV

XYZ file:
```
10
Properties=species:S:1:pos:R:3:forces:R:3
C -0.5458 -0.2516 0.8886 6.8 -2.0 1.9
C 2.6744 -0.5083 -0.0386 0.7 1.1 2.7
O -1.2868 0.7143 1.0982 -1.7 3.2 0.6
O 2.0605 -0.9751 -0.9435 -0.2 -1.0 -0.7
F -1.0577 -1.4640 0.9587 -2.1 -0.9 -0.1
F -0.2677 -0.3035 -0.8040 2.0 -0.5 -2.6
F 3.1038 -1.2270 0.9887 -0.2 0.6 -1.4
Cl 3.0749 1.1501 0.1100 0.0 -0.8 0.0
H -2.2092 0.6256 0.9308 -2.1 -0.5 -0.5
H 0.9226 -0.6440 -0.9287 -3.2 0.9 0.0
```
Forces are in eV/Å.

These are the Löwdin partial charges, in e, on atoms 1 to 8: -0.470, -0.832, 0.112, 0.137, 0.035, -0.169, 0.129, 0.845